{"formula": "C42H85F9N2O20S4", "method": "ωB97M-V/def2-TZVPD", "e_tot_ha": -5756.97578, "homo_ha": -0.31152, "gap_ev": 8.9, "charge": 0, "symbols": ["C", "C", "C", "C", "C", "C", "C", "C", "C", "N", "O", "H", "H", "H", "H", "H", "H", "H", "H", "H", "H", "H", "H", "H", "H", "H", "H", "H", "H", "H", "C", "C", "C", "C", "C", "C", "C", "C", "C", "N", "O", "H", "H", "H", "H", "H", "H", "H", "H", "H", "H", "H", "H", "H", "H", "H", "H", "H", "H", "H", "C", "C", "O", "C", "O", "C", "F", "F", "F", "H", "H", "H", "H", "H", "C", "C", "O", "C", "O", "C", "F", "F", "F", "H", "H", "H", "H", "H", "C", "C", "O", "C", "O", "C", "F", "F", "F", "H", "H", "H", "H", "H", "C", "C", "O", "S", "C", "O", "O", "H", "H", "H", "H", "H", "H", "H", "H", "C", "C", "O", "S", "C", "O", "O", "H", "H", "H", "H", "H", "H", "H", "H", "C", "C", "O", "S", "C", "O", "O", "H", "H", "H", "H", "H", "H", "H", "H", "C", "C", "O", "S", "C", "O", "O", "H", "H", "H", "H", "H", "H", "H", "H"], "coordinates": [[-0.698, -7.711, -0.126], [0.686, -7.663, -0.683], [1.429, -6.376, -0.298], [1.437, -8.934, -0.223], [2.631, -9.340, -1.072], [2.060, -9.519, -2.472], [1.578, -8.158, -3.074], [2.841, -7.258, -3.298], [0.885, -8.342, -4.515], [0.521, -7.698, -2.165], [0.283, -6.394, -2.645], [-1.253, -8.596, -0.473], [-0.684, -7.667, 0.946], [-1.264, -6.838, -0.426], [0.740, -5.542, -0.378], [1.802, -6.417, 0.710], [2.287, -6.241, -0.995], [1.699, -8.862, 0.829], [0.745, -9.785, -0.262], [3.325, -8.540, -1.012], [3.199, -10.192, -0.600], [1.270, -10.292, -2.442], [2.684, -9.957, -3.327], [3.356, -7.507, -4.289], [3.548, -7.331, -2.490], [2.451, -6.228, -3.482], [-0.048, -8.822, -4.429], [1.591, -8.828, -5.239], [0.722, -7.313, -4.821], [-0.652, -6.252, -2.496], [-1.519, 7.413, -1.552], [-1.313, 7.046, -3.071], [-2.232, 7.805, -3.941], [0.132, 7.197, -3.453], [1.105, 6.173, -2.736], [0.710, 4.687, -3.069], [-0.812, 4.483, -2.816], [-1.293, 3.196, -3.470], [-1.010, 4.287, -1.286], [-1.611, 5.603, -3.381], [-2.931, 5.290, -3.002], [-0.830, 6.915, -0.943], [-1.265, 8.449, -1.433], [-2.570, 7.210, -1.276], [-2.048, 8.870, -3.888], [-2.112, 7.650, -5.028], [-3.297, 7.724, -3.651], [0.294, 7.138, -4.492], [0.432, 8.187, -3.106], [2.214, 6.317, -2.927], [1.029, 6.341, -1.625], [1.230, 3.891, -2.577], [0.971, 4.653, -4.129], [-0.533, 2.374, -3.350], [-1.445, 3.264, -4.551], [-2.235, 2.944, -3.047], [-2.027, 4.558, -1.054], [-0.319, 4.997, -0.697], [-0.926, 3.223, -1.020], [-3.401, 5.113, -3.811], [2.626, -2.369, -3.873], [1.801, -3.127, -2.815], [2.014, -2.671, -1.390], [3.112, -3.003, -0.868], [3.981, -3.753, -1.281], [3.328, -2.336, 0.507], [2.731, -1.191, 0.610], [2.812, -3.125, 1.508], [4.588, -2.177, 0.750], [3.538, -2.865, -4.070], [2.796, -1.329, -3.554], [2.057, -2.224, -4.784], [2.102, -4.233, -2.824], [0.742, -3.003, -2.879], [5.040, 3.927, 0.903], [3.780, 4.030, 0.064], [4.243, 3.785, -1.280], [3.807, 2.682, -1.915], [3.162, 1.805, -1.429], [4.425, 2.674, -3.367], [5.517, 1.930, -3.363], [3.604, 2.009, -4.201], [4.669, 3.866, -3.807], [5.764, 4.700, 0.703], [5.559, 2.965, 0.817], [4.755, 4.145, 1.948], [3.424, 5.089, -0.059], [3.076, 3.283, 0.389], [-3.707, 0.642, -3.733], [-4.890, 0.333, -2.869], [-4.545, 0.728, -1.521], [-4.764, 2.004, -1.130], [-5.227, 2.924, -1.759], [-4.284, 2.147, 0.363], [-4.160, 0.969, 0.910], [-3.032, 2.683, 0.359], [-5.106, 2.939, 1.066], [-2.886, 0.015, -3.402], [-3.563, 1.721, -3.745], [-3.836, 0.364, -4.735], [-5.068, -0.752, -2.826], [-5.817, 0.827, -3.193], [-3.637, 5.296, 3.861], [-2.804, 4.974, 4.998], [-2.903, 3.559, 5.477], [-4.211, 2.836, 6.073], [-4.960, 2.243, 4.594], [-3.619, 1.799, 6.837], [-4.972, 3.848, 6.698], [-3.320, 6.242, 3.522], [-4.744, 5.323, 4.114], [-3.476, 4.505, 3.105], [-1.761, 4.953, 4.768], [-2.967, 5.699, 5.812], [-4.177, 1.688, 4.111], [-5.315, 3.073, 4.064], [-5.806, 1.625, 4.694], [6.185, 1.176, 4.491], [5.175, 2.237, 4.964], [3.797, 1.865, 5.097], [2.792, 1.740, 3.921], [2.733, -0.010, 3.591], [1.534, 2.114, 4.469], [3.377, 2.471, 2.809], [5.764, 0.238, 4.746], [7.104, 1.193, 5.082], [6.252, 1.262, 3.391], [5.378, 2.786, 5.865], [5.148, 3.033, 4.246], [3.750, -0.336, 3.360], [2.070, -0.168, 2.758], [2.172, -0.497, 4.409], [-4.320, -3.079, 5.118], [-3.326, -2.539, 4.117], [-2.620, -1.421, 4.752], [-1.634, -0.515, 3.990], [-1.050, 0.411, 5.240], [-0.614, -1.368, 3.434], [-2.251, 0.443, 3.082], [-5.089, -2.263, 5.333], [-3.815, -3.249, 6.032], [-4.792, -3.994, 4.749], [-2.601, -3.261, 3.849], [-3.896, -2.221, 3.239], [-0.475, -0.118, 6.054], [-1.831, 1.054, 5.571], [-0.343, 1.111, 4.837], [0.261, 0.830, -0.224], [-0.820, -0.096, -0.697], [-1.554, -0.703, 0.419], [-2.400, -2.029, 0.158], [-1.347, -3.297, 0.819], [-3.560, -1.962, 0.945], [-2.522, -2.260, -1.242], [-0.182, 1.603, 0.570], [0.641, 1.397, -1.192], [1.075, 0.413, 0.385], [-1.563, 0.461, -1.231], [-0.473, -0.901, -1.325], [-0.391, -3.321, 0.193], [-1.752, -4.241, 0.666], [-1.043, -3.074, 1.836]], "forces_ev_per_a": [[-0.9048, 0.0300, -0.1062], [1.3920, -0.2860, -0.6971], [0.4263, -0.3654, -0.6286], [-0.4255, -0.7265, 0.1157], [-0.0243, -0.6182, 0.4590], [0.5594, -0.9306, -2.3873], [0.2980, -2.0939, -0.5253], [-1.1351, 0.4611, -1.7949], [2.5305, 0.8905, 1.1748], [0.3859, -0.2521, -0.7690], [-0.6622, 1.1033, 0.2299], [0.3101, 0.2230, 0.2053], [0.0351, -0.2063, 0.7396], [-0.2203, 0.3152, -0.2185], [0.1536, 0.2911, -0.0772], [0.1618, -0.0739, 0.5316], [-0.5926, 0.1793, 0.6247], [0.0812, 0.3617, 0.1499], [-0.1817, 0.1557, -0.0292], [0.8790, 0.8172, -0.2595], [-0.9216, 0.4360, -0.7749], [-0.1987, 0.6459, 0.1725], [0.0820, 0.5839, 1.5519], [-0.6634, -0.0864, 1.4443], [0.2810, 0.3502, 0.1385], [0.6327, -0.5889, 0.5204], [-1.0157, -0.8331, 0.0667], [-0.7301, 0.2734, 0.7275], [-0.1508, -0.0114, -0.4461], [-0.3463, 0.0697, -0.1609], [-1.2046, 0.2011, -2.0442], [0.0596, -2.4925, 1.4453], [-1.2179, 1.7251, -1.1283], [1.8505, -0.1442, 1.9141], [0.1884, -0.4928, 1.3409], [-1.0668, 2.4088, -1.0089], [1.0994, 0.1015, 0.4807], [1.2125, -0.4943, -0.7654], [0.7616, 1.1350, 0.2160], [0.5652, -0.4805, -0.1887], [-0.5976, 0.4326, 0.7118], [0.6786, -1.0302, 0.9324], [-0.2859, 0.8021, 0.0175], [0.6196, 0.1388, 0.0838], [0.2896, 0.5057, 0.4580], [-0.0594, -0.6714, 0.5025], [0.5749, -0.3633, -0.1912], [-0.0402, -0.0674, -1.4198], [0.1577, 0.1698, -0.2560], [-1.3607, 0.1505, -0.2709], [0.0179, -0.1171, -0.9196], [0.5756, -0.2022, 0.6217], [-0.3614, -0.5967, -0.2754], [-0.7792, 0.6438, 0.2707], [0.1051, 0.3781, -0.0122], [-0.5462, -0.5137, 0.4737], [-0.3227, 0.1409, 0.2127], [-0.9389, -1.5777, -0.6646], [0.4829, 0.5165, 0.0897], [-0.1931, -0.0306, -0.5422], [-1.3014, 1.0932, 1.2268], [1.2000, -1.6186, 0.4660], [-1.9546, 0.6943, -2.3647], [3.4541, -1.6085, 1.0116], [-1.0783, 0.7932, 0.0876], [-1.0700, -1.8115, 0.4790], [-0.8560, 1.7475, -0.0672], [0.1784, 0.0342, -0.5436], [1.7295, 0.1454, 0.2819], [0.9601, -0.3599, -0.1858], [0.2282, -0.3187, 0.1715], [-0.2244, -0.4661, -0.2166], [-0.7674, 1.5846, 0.0535], [-0.5548, 0.0055, -0.3720], [-0.2973, 0.7414, 1.3811], [1.5004, 1.0697, -0.3421], [-0.6853, -1.0627, -1.6269], [1.0693, 1.1715, 0.5430], [-0.2211, -0.2803, -0.4830], [-1.4763, -1.9505, 1.0112], [1.2832, 0.0296, 0.3230], [-0.5529, 0.5849, -0.1228], [0.2817, 1.0684, -0.6530], [0.2130, 0.3274, -0.6655], [-0.4659, 0.0508, 0.0938], [0.1520, -0.5736, -0.3239], [-0.1208, -1.1384, 0.8361], [-0.5835, 0.0831, -0.1086], [-0.1133, 0.2686, 0.6142], [-0.4266, -0.2993, -0.1595], [-0.4812, 1.0547, 0.4924], [-0.2070, -0.1009, -0.3470], [0.4658, -1.1137, 0.4724], [0.7532, 0.1971, -1.1827], [-0.5042, -0.4607, 0.8394], [-0.7242, 0.2715, 0.0420], [0.3713, -0.3210, -0.1519], [0.5029, 0.5150, 0.3419], [0.5128, -0.2130, 0.2098], [-0.6503, -0.4938, -1.5720], [0.0282, 0.4247, 0.2373], [0.3196, 0.0255, 0.2110], [-2.2850, -1.7520, -0.9258], [0.3038, -1.0651, 2.4898], [-0.4262, 0.4234, -0.4087], [1.9158, 1.2595, -0.5677], [0.8957, -0.4214, 0.6187], [-0.3517, -1.1292, 0.2378], [-1.3835, 0.6767, 0.4834], [0.1557, 1.1902, -0.7935], [1.3123, 0.1126, -0.2443], [-0.1933, 0.6509, -0.0806], [0.6823, 0.3552, -0.3419], [0.0062, -0.6745, 0.1082], [0.3331, -0.1101, -0.6254], [-0.0223, 1.3555, -0.9897], [-0.9149, -0.9530, 0.9117], [-1.0975, 0.7510, 0.2666], [0.3790, 1.1829, -0.9420], [0.2435, -1.0563, 1.3404], [0.5052, 0.2347, -1.2833], [-0.3131, 0.4095, 0.3349], [-0.4204, 0.2623, -0.0870], [-0.8175, -0.8885, 0.5894], [-0.4507, -1.2407, 0.0290], [0.1403, 0.4569, -0.5999], [0.5728, -0.2144, 0.6746], [0.3407, -0.5096, 0.7841], [0.2275, 0.4053, -0.6394], [-0.3276, -0.2710, 0.2742], [-0.0672, 0.2042, -0.6469], [0.9184, 0.1689, -0.0217], [-0.9668, 1.6647, -0.2218], [-1.1034, 0.6701, -0.0828], [-1.5504, -0.5044, 0.5066], [0.3302, 0.5114, -3.1033], [2.0601, 0.5815, 2.6414], [0.1423, -0.1532, -0.0987], [-0.1347, -1.2927, 0.8878], [0.7633, -1.2365, -0.3609], [0.4242, -0.5086, 1.0834], [0.0321, 0.2531, 0.0552], [0.8220, -0.7161, -0.3502], [0.6022, 0.2961, -0.0155], [-1.1155, 0.2520, -0.8009], [-0.7777, 0.1207, 0.8286], [0.4500, 0.1367, -0.6845], [-0.2110, 2.6959, 0.7696], [-0.3106, -0.4386, 0.5925], [-0.1010, -0.5830, -0.0548], [2.0085, 0.0799, -0.0397], [2.7110, 1.7214, -1.0402], [-1.4058, 0.2226, 1.0754], [-0.0138, 0.0230, -0.9524], [0.5876, -1.2912, -2.0303], [-0.4956, -1.0809, 2.2568], [-0.1327, -0.3338, -0.8676], [-0.3448, 0.3911, -0.5327], [0.3656, -0.1792, -0.2895], [-1.1414, 0.3717, 0.7100], [-1.2587, -1.5991, 0.0125], [-0.2831, 0.0309, 0.1611]], "mulliken_charge": [-1.974, 1.821, -1.061, -1.436, -0.515, -1.243, 1.376, -1.142, -1.773, -0.013, -0.393, 0.424, 0.407, 0.347, -0.017, 0.549, 0.118, 0.482, 0.363, 0.307, 0.332, 0.340, 0.376, 0.374, 0.243, 0.129, 0.457, 0.367, 0.402, 0.348, -1.712, 1.897, -2.130, -1.553, -0.259, -1.016, 2.380, -1.730, -1.087, 0.043, -0.485, 0.461, 0.470, 0.331, 0.470, 0.372, 0.375, 0.406, 0.463, 0.389, 0.177, -0.236, 0.452, 0.220, 0.545, -0.106, 0.529, 0.048, -0.323, 0.335, -1.342, 0.463, -0.016, 0.199, -0.589, 0.848, -0.166, -0.272, -0.266, 0.418, 0.238, 0.433, -0.410, 0.468, -1.289, 0.009, -0.274, 0.558, -0.479, 0.722, -0.261, -0.247, -0.206, 0.440, 0.310, 0.259, 0.207, 0.260, -0.790, -0.387, -0.184, 0.318, -0.597, 0.801, -0.160, -0.124, -0.272, 0.079, 0.223, 0.604, 0.312, 0.363, -0.849, -0.285, -0.337, 1.185, -0.754, -0.619, -0.685, 0.487, 0.226, 0.088, 0.376, 0.246, 0.004, 0.305, 0.594, -0.937, -0.169, -0.365, 1.114, -0.410, -0.708, -0.481, 0.282, 0.353, 0.212, 0.432, 0.109, 0.348, -0.234, 0.355, -1.437, 0.250, -0.289, 1.326, -0.219, -0.777, -0.288, 0.260, 0.375, 0.408, 0.264, 0.136, 0.372, -0.375, 0.021, 0.442, 0.433, 0.454, 1.076, -0.374, -0.705, -0.668, 0.078, -0.353, -0.132, -0.445, 0.122, -0.391, 0.590, 0.041]}